Formula: C31H46CrN8O3S
Source: the Open Molecules 2025 dataset
Level of theory: ωB97M-V with the def2-TZVPD basis set

```
90
Properties=species:S:1:pos:R:3:lowdin_charge:R:1
Cr 0.441 -0.383 0.183 0.73
C -2.150 0.158 -6.366 -0.04
C -1.824 0.223 -4.897 -0.28
C -2.369 1.215 -4.091 0.02
C -2.121 1.317 -2.696 -0.13
C -2.745 2.318 -1.931 -0.04
N -2.638 2.457 -0.582 -0.01
C -3.236 3.525 0.186 -0.17
C -2.471 4.861 0.122 -0.14
C -0.962 4.724 -0.061 -0.13
N -0.325 3.735 0.812 0.10
C 0.354 3.994 1.875 0.04
C 1.113 3.043 2.612 -0.10
C 1.909 3.508 3.672 0.04
C 2.797 2.693 4.342 -0.24
C 3.643 3.195 5.482 -0.03
C 2.903 1.380 3.894 0.05
C 2.146 0.858 2.847 -0.10
C 2.387 -0.516 2.468 -0.06
N 1.881 -1.162 1.487 -0.04
C 2.216 -2.584 1.389 -0.18
C 2.420 -3.051 -0.044 -0.15
C 1.136 -3.181 -0.850 -0.18
N 0.517 -1.894 -1.170 -0.05
C 0.050 -1.749 -2.368 -0.11
C -0.686 -0.660 -2.923 -0.18
C -1.005 -0.721 -4.312 -0.02
C -1.212 0.367 -2.116 -0.27
O -0.897 0.488 -0.849 -0.24
C 1.179 1.677 2.210 -0.27
O 0.390 1.250 1.286 -0.20
H -2.749 1.013 -6.675 0.08
H -2.712 -0.747 -6.603 0.09
H -1.242 0.148 -6.972 0.08
H -3.032 1.945 -4.543 0.12
H -3.389 3.032 -2.431 0.13
H -2.125 1.735 -0.103 0.10
H -3.293 3.182 1.219 0.12
H -4.264 3.694 -0.140 0.12
H -2.697 5.445 1.016 0.12
H -2.825 5.450 -0.726 0.12
H -0.473 5.683 0.099 0.13
H -0.744 4.403 -1.079 0.13
H -0.335 2.753 0.528 0.12
H 0.394 5.035 2.187 0.16
H 1.828 4.553 3.957 0.13
H 3.401 4.227 5.728 0.08
H 4.705 3.152 5.233 0.09
H 3.490 2.593 6.378 0.09
H 3.620 0.724 4.380 0.14
H 3.094 -1.043 3.113 0.14
H 1.389 -3.151 1.835 0.12
H 3.108 -2.796 1.980 0.13
H 2.886 -4.037 -0.004 0.13
H 3.127 -2.387 -0.557 0.10
H 0.416 -3.783 -0.283 0.12
H 1.346 -3.721 -1.775 0.12
H 0.221 -2.572 -3.067 0.14
H -0.608 -1.541 -4.904 0.12
C -2.761 -2.201 -0.479 0.00
N -2.263 -2.939 0.674 -0.11
C -2.508 -4.376 0.669 -0.04
C -1.551 -2.315 1.637 -0.44
O -0.852 -1.286 1.400 -0.07
N -1.606 -2.783 2.899 -0.10
C -2.761 -3.514 3.422 -0.02
C -0.621 -2.353 3.885 -0.01
H -3.837 -2.361 -0.569 0.11
H -2.286 -2.536 -1.402 0.09
H -2.567 -1.143 -0.345 0.08
H -2.282 -4.758 -0.328 0.10
H -3.545 -4.627 0.899 0.10
H -1.855 -4.872 1.383 0.09
H -3.627 -3.348 2.788 0.10
H -2.985 -3.130 4.415 0.10
H -2.574 -4.585 3.506 0.10
H 0.039 -1.616 3.443 0.07
H -0.043 -3.209 4.239 0.10
H -1.123 -1.900 4.739 0.10
C 3.209 -0.908 -4.439 -0.03
N 2.494 -0.214 -3.376 -0.01
C 2.998 0.066 -2.187 -0.79
N 4.236 -0.326 -1.893 0.15
S 2.090 0.996 -1.055 0.80
H 2.572 -0.949 -5.317 0.10
H 3.459 -1.929 -4.144 0.10
H 4.122 -0.373 -4.709 0.10
H 1.568 0.156 -3.552 0.12
H 4.852 -0.729 -2.582 0.11
H 4.633 -0.013 -1.022 0.11
```

The calculation puts the energy above the lowest of the compared OMol25 structures with the same formula, charge and spin at 0.00 kcal/mol. The value obtained for the HOMO energy (alpha / beta) is -10.02 / -12.60 eV. Its spin multiplicity is 5. As for the frontier orbital gap (alpha / beta): 4.6 / 7.2 eV. For the calculated total energy, the calculation gives -3314.9872 Ha. As for the total charge: +2. The calculation puts the maximum force at 0.41 eV/A.